Version one
The following is a DFT calculation (ωB97M-V/def2-TZVPD) of a single CH3IO molecule.

Values from the calculation:
HOMO   -9.44 eV
LUMO level   0.42 eV
SMILES   OCI
Total charge   0
Orbital gap   9.9 eV

CARTESIAN COORDINATES (ANGSTROEM)
C: -0.047 0.274 0.180
H: -0.051 0.811 1.184
H: -0.401 1.077 -0.511
O: -0.798 -0.881 0.009
H: -0.824 -1.437 -0.786
I: 2.121 0.156 -0.076

Version two
The following is a DFT calculation (ωB97M-V/def2-TZVPD) of 2 unconnected molecules or ions with the total composition CH3IO.

Values from the calculation:
HOMO   -9.62 eV
LUMO level   0.44 eV
SMILES   C=O.I
Total charge   0
Orbital gap   10.1 eV

CARTESIAN COORDINATES (ANGSTROEM)
H: 2.131 0.324 -0.251
I: 3.752 -0.037 0.001
H: -1.555 -0.813 0.126
O: 0.224 0.329 -0.060
C: -0.391 -0.681 0.012
H: 0.230 -1.622 0.000

Stability verdict: version one, ahead by 29.8 kJ/mol